ORCA calculation (ωB97M-V with the def2-TZVPD basis set) on 2 unconnected molecules or ions with the total composition C5H13NO at a distorted geometry.

Element x y z (Å)
O (-2.91, 3.17, 4.15)
N (2.39, -0.32, 0.43)
C (1.17, -0.88, -1.68)
C (-2.10, 0.01, -0.70)
C (-0.07, -1.43, -0.98)
C (-0.92, -0.39, -0.20)
C (1.90, 0.17, -0.87)
H (-2.98, 0.16, -0.11)
H (-2.24, 2.71, 3.62)
H (-0.81, -0.49, 0.87)
H (1.21, 1.00, -0.72)
H (0.83, -0.48, -2.64)
H (3.34, -0.65, 0.34)
H (1.81, -1.08, 0.74)
H (2.69, 0.64, -1.46)
H (-2.09, 0.16, -1.77)
H (1.85, -1.68, -1.99)
H (-2.37, 3.41, 4.92)
H (-0.74, -1.81, -1.73)
H (0.04, -2.23, -0.23)

Values from the calculation:
- multiplicity = 1
- HOMO level (eV) = -9.230
- net charge = 0
- structure (SMILES) = C=CCCCN.O
- energy relative to the best compared isomer or geometry (same formula, charge and spin) (kcal per mole) = 52.1
- total energy (eV) = -8931.750
- E_LUMO (eV) = 0.815

Results of the natural (NBO) charge analysis, in e, for atoms 1 through 8: number 1, O, carries -0.929; number 2, N, carries -0.836; number 3, C, carries -0.416; number 4, C, carries -0.386; number 5, C, carries -0.442; number 6, C, carries -0.185; number 7, C, carries -0.224; number 8, H, carries 0.205